# 1
Below is C29H53PS4Se2Si4TeTi as an isolated structure, with properties calculated with ωB97M-V with the def2-TZVPD basis set.

Its total charge is 0. The energy above the lowest of the compared OMol25 structures with the same formula, charge and spin is 0.863 eV. The calculation puts the LUMO energy at -0.788 eV. As for the frontier orbital gap: 0.186 hartree. As for the HOMO energy: -5.9 eV.

Atoms and positions in Å:
Ti (2.092, 2.630, 0.726)
C (-1.531, 2.779, 0.082)
C (-0.870, 3.746, -0.884)
S (0.747, 3.146, -1.428)
C (1.486, 4.742, -1.875)
C (2.894, 4.448, -2.359)
S (3.773, 3.378, -1.191)
C (4.289, 4.465, 0.176)
C (3.983, 3.497, 1.302)
S (1.438, 4.625, 1.785)
C (-0.291, 4.592, 2.352)
C (-0.723, 3.184, 2.704)
S (-0.418, 2.049, 1.333)
H (-1.910, 1.922, -0.475)
H (-2.349, 3.268, 0.613)
H (-0.686, 4.720, -0.431)
H (-1.501, 3.856, -1.768)
H (1.482, 5.391, -0.997)
H (0.894, 5.196, -2.671)
H (3.470, 5.360, -2.510)
H (2.874, 3.896, -3.298)
H (3.642, 5.341, 0.203)
H (5.326, 4.778, 0.052)
H (4.046, 3.916, 2.302)
H (4.669, 2.642, 1.246)
H (-0.957, 5.022, 1.605)
H (-0.351, 5.234, 3.231)
H (-1.782, 3.127, 2.966)
H (-0.140, 2.797, 3.539)
Se (2.133, 0.189, -0.312)
P (3.130, -0.239, 1.577)
Se (2.459, 1.285, 2.975)
C (4.943, -0.261, 1.484)
C (5.524, -0.974, 0.435)
C (6.902, -1.047, 0.329)
C (7.706, -0.406, 1.265)
C (7.130, 0.305, 2.305)
C (5.747, 0.381, 2.417)
C (2.719, -1.910, 2.130)
C (1.963, -2.760, 1.335)
C (1.701, -4.054, 1.767)
C (2.185, -4.488, 2.990)
C (2.937, -3.633, 3.790)
C (3.211, -2.348, 3.361)
H (4.896, -1.462, -0.301)
H (7.350, -1.600, -0.486)
H (8.783, -0.461, 1.178)
H (7.754, 0.808, 3.033)
H (5.291, 0.944, 3.221)
H (1.563, -2.408, 0.392)
H (1.106, -4.713, 1.147)
H (1.973, -5.494, 3.329)
H (3.312, -3.973, 4.747)
H (3.803, -1.682, 3.979)
C (-4.108, -2.863, 1.162)
Si (-2.971, -1.416, 0.745)
C (-3.777, 0.119, 1.494)
C (-1.320, -1.707, 1.593)
Si (-2.687, -1.255, -1.572)
Te (-0.763, 0.123, -2.297)
Si (-2.348, -3.423, -2.370)
C (-3.923, -4.458, -2.345)
C (-1.707, -3.363, -4.132)
C (-1.049, -4.263, -1.290)
Si (-4.630, -0.326, -2.472)
C (-6.186, -1.043, -1.682)
C (-4.614, 1.535, -2.178)
C (-4.693, -0.631, -4.325)
H (-4.297, -2.907, 2.239)
H (-3.658, -3.812, 0.864)
H (-5.072, -2.778, 0.654)
H (-3.893, -0.016, 2.574)
H (-4.768, 0.301, 1.071)
H (-3.171, 1.014, 1.331)
H (-1.393, -1.590, 2.679)
H (-0.569, -1.008, 1.218)
H (-0.966, -2.720, 1.388)
H (-4.672, -4.032, -3.018)
H (-4.363, -4.507, -1.347)
H (-3.722, -5.480, -2.677)
H (-2.441, -2.912, -4.803)
H (-1.480, -4.368, -4.500)
H (-0.800, -2.757, -4.182)
H (-1.417, -4.413, -0.271)
H (-0.153, -3.638, -1.242)
H (-0.766, -5.238, -1.697)
H (-6.219, -0.823, -0.611)
H (-6.224, -2.129, -1.799)
H (-7.088, -0.624, -2.137)
H (-4.615, 1.767, -1.109)
H (-5.484, 2.017, -2.632)
H (-3.709, 1.962, -2.620)
H (-4.801, -1.696, -4.547)
H (-3.768, -0.283, -4.792)
H (-5.533, -0.104, -4.786)

# 2
Below is a 11-piece molecular cluster, C29H54Br20O3 overall, with properties calculated with ωB97M-V with the def2-TZVPD basis set.

Its total charge is 0. The calculation puts the LUMO energy at 0.192 eV. As for the SMILES: C#CCCCC(=O)OCOCC.BrCCBr.BrCCBr.BrCCBr.BrCCBr.BrCCBr.BrCCBr.BrCCBr.BrCCBr.BrCCBr.BrCCBr. As for the frontier orbital gap: 0.360 hartree. As for the HOMO energy: -9.6 eV.

Atoms and positions in Å:
C (-3.626, -9.500, -4.313)
C (-2.523, -9.181, -3.981)
C (-1.231, -8.928, -3.390)
C (-1.277, -7.695, -2.500)
C (-1.967, -7.971, -1.174)
C (-1.416, -7.076, -0.119)
O (-0.390, -7.308, 0.446)
O (-2.191, -6.013, 0.133)
C (-1.552, -5.005, 0.882)
O (-0.394, -4.531, 0.287)
C (-0.471, -3.157, -0.037)
C (-1.235, -2.924, -1.327)
H (-4.505, -9.892, -4.712)
H (-0.951, -9.777, -2.791)
H (-0.482, -8.785, -4.146)
H (-1.790, -6.882, -2.982)
H (-0.256, -7.406, -2.316)
H (-1.832, -8.978, -0.829)
H (-3.021, -7.782, -1.290)
H (-2.269, -4.203, 0.922)
H (-1.370, -5.313, 1.898)
H (-0.910, -2.580, 0.767)
H (0.536, -2.799, -0.150)
H (-2.285, -2.879, -1.103)
H (-1.088, -3.723, -2.032)
H (-0.894, -2.003, -1.766)
Br (-1.768, 1.102, -1.847)
C (0.069, 1.667, -1.551)
C (0.872, 0.602, -0.858)
Br (0.449, 0.486, 1.038)
H (0.026, 2.592, -0.991)
H (0.475, 1.861, -2.542)
H (1.934, 0.831, -0.902)
H (0.696, -0.384, -1.277)
Br (-1.432, 8.471, -1.447)
C (-1.727, 6.949, -0.266)
C (-0.491, 6.600, 0.508)
Br (0.800, 5.696, -0.633)
H (-2.068, 6.134, -0.895)
H (-2.527, 7.248, 0.406)
H (-0.721, 5.897, 1.306)
H (0.012, 7.467, 0.923)
Br (1.352, 2.951, 3.727)
C (2.724, 4.319, 3.488)
C (2.737, 5.268, 4.651)
Br (1.257, 6.535, 4.600)
H (2.529, 4.802, 2.541)
H (3.663, 3.776, 3.427)
H (3.636, 5.881, 4.641)
H (2.661, 4.750, 5.601)
Br (-5.933, -7.588, -0.952)
C (-6.193, -5.662, -0.924)
C (-5.799, -5.024, -2.228)
Br (-3.868, -4.885, -2.417)
H (-5.623, -5.280, -0.084)
H (-7.255, -5.520, -0.739)
H (-6.162, -4.000, -2.273)
H (-6.161, -5.573, -3.090)
Br (1.305, 12.924, 4.906)
C (0.233, 11.450, 5.587)
C (0.354, 10.226, 4.721)
Br (-0.674, 10.400, 3.078)
H (-0.786, 11.811, 5.660)
H (0.620, 11.248, 6.582)
H (-0.060, 9.359, 5.230)
H (1.377, 10.017, 4.428)
Br (-0.933, -4.875, -4.933)
C (0.103, -3.470, -5.790)
C (0.313, -2.302, -4.867)
Br (-1.292, -1.215, -4.707)
H (-0.423, -3.196, -6.696)
H (1.054, -3.932, -6.047)
H (1.074, -1.634, -5.264)
H (0.588, -2.610, -3.863)
Br (1.751, 9.401, -0.414)
C (3.607, 9.710, 0.071)
C (4.340, 8.452, 0.473)
Br (3.853, 7.897, 2.277)
H (3.600, 10.445, 0.868)
H (4.061, 10.143, -0.817)
H (5.409, 8.647, 0.514)
H (4.151, 7.608, -0.181)
Br (-1.198, 5.026, 6.483)
C (-2.250, 3.540, 7.163)
C (-2.070, 2.315, 6.308)
Br (-3.055, 2.447, 4.636)
H (-3.280, 3.873, 7.210)
H (-1.882, 3.357, 8.170)
H (-2.471, 1.438, 6.810)
H (-1.032, 2.141, 6.045)
Br (-1.601, -9.362, -6.769)
C (-0.636, -9.128, -8.446)
C (0.573, -10.021, -8.523)
Br (2.027, -9.351, -7.415)
H (-0.382, -8.077, -8.518)
H (-1.346, -9.384, -9.230)
H (0.970, -10.047, -9.534)
H (0.366, -11.031, -8.189)
Br (7.844, 4.509, 4.481)
C (6.777, 3.067, 5.231)
C (6.933, 1.788, 4.455)
Br (5.946, 1.840, 2.780)
H (5.751, 3.417, 5.253)
H (7.138, 2.940, 6.249)
H (6.512, 0.955, 5.012)
H (7.964, 1.570, 4.203)

# 3
Below is C29H54N5O4SiSr as an isolated structure, with properties calculated with ωB97M-V with the def2-TZVPD basis set.

Its total charge is -1. The energy above the lowest of the compared OMol25 structures with the same formula, charge and spin is 0.239 eV. The calculation puts the LUMO energy at 2.506 eV. As for the frontier orbital gap: 0.232 hartree. As for the HOMO energy: -3.8 eV.

Atoms and positions in Å:
Sr (0.158, -0.261, -0.698)
C (2.774, 1.469, 3.001)
C (2.398, 2.603, 2.058)
N (0.969, 2.608, 1.758)
C (0.693, 3.255, 0.485)
C (-0.786, 3.176, 0.116)
N (-1.375, 1.870, 0.457)
C (-2.184, 1.890, 1.688)
C (-1.901, 0.780, 2.692)
C (-2.223, -0.641, 2.225)
N (-1.126, -1.303, 1.522)
C (-0.176, -2.018, 2.375)
C (0.966, -1.177, 2.926)
N (1.698, -0.512, 1.857)
C (2.945, 0.118, 2.311)
H (3.731, 1.708, 3.473)
H (2.037, 1.410, 3.810)
H (2.661, 3.568, 2.504)
H (2.998, 2.501, 1.139)
H (0.671, 1.643, 1.660)
H (0.998, 4.304, 0.539)
H (1.286, 2.799, -0.324)
H (-1.349, 3.985, 0.594)
H (-0.882, 3.318, -0.963)
H (-1.956, 1.596, -0.332)
H (-2.006, 2.838, 2.199)
H (-3.250, 1.863, 1.427)
H (-0.860, 0.847, 3.009)
H (-2.508, 0.998, 3.577)
H (-2.530, -1.246, 3.091)
H (-3.082, -0.606, 1.548)
H (-1.497, -1.987, 0.866)
H (-0.691, -2.506, 3.216)
H (0.258, -2.808, 1.758)
H (0.599, -0.423, 3.626)
H (1.618, -1.846, 3.511)
H (1.988, -1.207, 1.171)
H (3.480, -0.559, 2.995)
H (3.567, 0.246, 1.423)
O (4.480, 0.959, -1.605)
C (3.271, 0.738, -1.610)
O (2.611, -0.037, -0.845)
C (2.417, 1.478, -2.650)
C (2.975, 2.215, -3.682)
C (2.120, 2.828, -4.589)
C (0.747, 2.694, -4.439)
C (0.273, 1.940, -3.376)
N (1.099, 1.357, -2.514)
C (-1.229, 1.715, -3.136)
O (-2.012, 2.344, -3.843)
O (-1.498, 0.894, -2.199)
H (4.051, 2.284, -3.749)
H (2.524, 3.405, -5.412)
H (0.033, 3.146, -5.113)
C (0.090, -4.218, -4.477)
C (-0.312, -3.074, -3.537)
C (0.539, -1.843, -3.895)
C (-1.751, -2.670, -3.890)
Si (-0.152, -3.391, -1.585)
C (-1.641, -4.617, -1.099)
C (-1.935, -5.773, -2.064)
C (-1.378, -5.234, 0.282)
C (-2.941, -3.811, -0.947)
C (1.533, -4.408, -1.321)
C (2.682, -3.693, -2.048)
C (1.546, -5.877, -1.761)
C (1.926, -4.368, 0.164)
H (-0.105, -3.929, -5.519)
H (-0.470, -5.133, -4.279)
H (1.152, -4.456, -4.406)
H (0.532, -1.684, -4.982)
H (1.579, -1.913, -3.578)
H (0.110, -0.937, -3.458)
H (-1.782, -2.296, -4.923)
H (-2.115, -1.862, -3.249)
H (-2.448, -3.506, -3.829)
H (-1.061, -6.402, -2.234)
H (-2.282, -5.417, -3.034)
H (-2.729, -6.414, -1.653)
H (-0.553, -5.947, 0.272)
H (-2.272, -5.772, 0.625)
H (-1.151, -4.469, 1.031)
H (-3.237, -3.297, -1.859)
H (-2.859, -3.054, -0.161)
H (-3.763, -4.482, -0.658)
H (2.600, -3.763, -3.132)
H (3.638, -4.155, -1.765)
H (2.742, -2.635, -1.776)
H (1.277, -5.996, -2.811)
H (0.863, -6.491, -1.171)
H (2.553, -6.299, -1.629)
H (2.106, -3.338, 0.486)
H (2.864, -4.920, 0.317)
H (1.176, -4.803, 0.826)

# 4
Below is a 9-piece molecular cluster, C29H54O27 overall at a distorted geometry, with properties calculated with ωB97M-V with the def2-TZVPD basis set.

Its total charge is 0. The energy above the lowest of the compared OMol25 structures with the same formula, charge and spin is 9.647 eV. The calculation puts the LUMO energy at 0.159 eV. As for the SMILES: C[C@H]1COC(=O)O1.C[C@H]1COC(=O)O1.COC(=O)OC.COC(=O)OC.COC(=O)OC.COC(=O)OC.COC(=O)OC.COC(=O)OC.COC(=O)OC. As for the frontier orbital gap: 0.377 hartree. As for the HOMO energy: -10.1 eV.

Atoms and positions in Å:
C (6.540, -3.092, 0.337)
C (6.140, -2.234, -0.868)
C (4.826, -1.444, -0.665)
O (5.304, -0.243, -0.174)
C (6.537, -0.080, -0.471)
O (7.140, 0.935, -0.176)
O (7.042, -1.150, -0.952)
H (5.813, -3.929, 0.626)
H (6.651, -2.508, 1.227)
H (7.589, -3.548, 0.322)
H (6.179, -2.801, -1.786)
H (4.195, -2.046, -0.031)
H (4.310, -1.271, -1.581)
C (1.359, -1.140, 2.554)
C (-0.126, -0.710, 2.799)
C (-1.044, -1.057, 1.601)
O (-2.126, -1.658, 2.227)
C (-1.862, -1.947, 3.521)
O (-2.575, -2.636, 4.299)
O (-0.649, -1.565, 3.866)
H (1.955, -0.880, 3.412)
H (1.814, -0.649, 1.682)
H (1.429, -2.212, 2.402)
H (-0.185, 0.333, 3.153)
H (-0.481, -1.763, 0.977)
H (-1.292, -0.167, 1.053)
C (1.115, 5.666, -1.992)
O (1.432, 4.261, -2.247)
C (2.554, 3.770, -1.705)
O (3.569, 4.506, -1.034)
O (2.783, 2.503, -2.037)
C (3.972, 1.867, -1.541)
H (0.550, 6.083, -2.851)
H (1.974, 6.274, -1.853)
H (0.484, 5.691, -1.148)
H (3.895, 0.777, -1.699)
H (3.992, 1.983, -0.435)
H (4.846, 2.254, -2.017)
C (0.028, 1.536, -1.198)
O (0.999, 0.447, -0.951)
C (0.725, -0.731, -1.601)
O (-0.263, -0.761, -2.600)
O (1.513, -1.810, -1.393)
C (1.392, -2.995, -2.175)
H (0.162, 2.504, -0.689)
H (-1.030, 1.274, -1.062)
H (0.129, 1.786, -2.232)
H (1.456, -2.727, -3.259)
H (0.320, -3.303, -2.011)
H (2.068, -3.834, -1.988)
C (-2.678, 3.222, -2.484)
O (-3.286, 2.068, -1.933)
C (-4.582, 2.069, -1.573)
O (-5.431, 3.155, -1.799)
O (-4.998, 0.971, -0.995)
C (-6.357, 0.852, -0.554)
H (-1.599, 3.118, -2.591)
H (-2.711, 4.002, -1.694)
H (-3.134, 3.618, -3.443)
H (-6.704, 1.802, -0.130)
H (-6.365, 0.125, 0.251)
H (-6.935, 0.674, -1.461)
C (2.679, 2.656, 1.944)
O (2.320, 3.926, 1.525)
C (0.994, 4.217, 1.609)
O (-0.007, 3.279, 1.884)
O (0.731, 5.455, 1.397)
C (-0.626, 5.805, 1.362)
H (2.194, 1.840, 1.401)
H (2.252, 2.554, 2.976)
H (3.769, 2.540, 1.984)
H (-1.225, 5.156, 0.712)
H (-0.761, 6.828, 1.150)
H (-1.008, 5.699, 2.401)
C (-6.096, 5.791, 2.405)
O (-5.768, 4.494, 1.931)
C (-4.558, 4.029, 1.875)
O (-3.455, 4.748, 2.350)
O (-4.435, 2.817, 1.343)
C (-3.135, 2.157, 1.335)
H (-7.123, 5.945, 2.178)
H (-5.590, 6.510, 1.781)
H (-5.865, 5.909, 3.490)
H (-2.336, 2.679, 0.801)
H (-3.302, 1.137, 1.056)
H (-2.866, 2.113, 2.354)
C (2.231, -4.668, 0.895)
O (1.850, -5.632, -0.115)
C (1.353, -6.800, 0.377)
O (1.420, -7.123, 1.731)
O (0.813, -7.576, -0.525)
C (-0.117, -8.586, -0.119)
H (1.361, -4.233, 1.431)
H (2.746, -3.921, 0.372)
H (2.916, -5.132, 1.587)
H (0.465, -9.308, 0.544)
H (-0.672, -9.052, -0.881)
H (-0.760, -8.153, 0.666)
C (-3.219, -1.308, -1.548)
O (-2.843, -2.471, -2.244)
C (-2.422, -3.492, -1.605)
O (-2.285, -3.495, -0.192)
O (-2.128, -4.480, -2.366)
C (-1.541, -5.583, -1.735)
H (-3.789, -0.689, -2.289)
H (-2.431, -0.723, -1.023)
H (-4.012, -1.495, -0.833)
H (-1.494, -6.418, -2.442)
H (-2.057, -5.865, -0.794)
H (-0.540, -5.311, -1.364)

# 5
Below is C29H54P2SiSn as an isolated structure at a distorted geometry, with properties calculated with ωB97M-V with the def2-TZVPD basis set.

Its total charge is +2. The energy above the lowest of the compared OMol25 structures with the same formula, charge and spin is 1.864 eV. The calculation puts the LUMO energy (alpha / beta) at -7.681 / -8.110 eV. As for the frontier orbital gap (alpha / beta): 0.214 / 0.203 hartree. As for the HOMO energy (alpha / beta): -13.5 / -13.6 eV.

Atoms and positions in Å:
Sn (0.397, -0.004, -0.418)
C (-1.775, 1.577, 0.158)
C (-2.228, 0.643, -0.870)
C (-2.094, -0.520, 1.138)
C (-1.821, 0.874, 1.414)
C (-2.418, -0.651, -0.257)
C (-1.737, 3.048, -0.010)
H (-1.392, 3.366, -0.993)
H (-1.117, 3.545, 0.730)
H (-2.755, 3.428, 0.111)
C (-1.837, 1.541, 2.730)
H (-1.584, 2.594, 2.661)
H (-1.201, 1.227, 3.452)
H (-2.821, 1.380, 3.182)
C (-2.222, -1.655, 2.089)
H (-3.280, -1.790, 2.348)
H (-1.664, -1.437, 2.990)
H (-1.832, -2.620, 1.721)
C (-3.118, -1.832, -0.835)
H (-4.183, -1.650, -0.631)
H (-2.841, -2.758, -0.322)
H (-2.971, -1.972, -1.912)
C (-2.915, 1.143, -2.089)
H (-3.866, 1.591, -1.732)
H (-3.123, 0.351, -2.817)
H (-2.352, 1.931, -2.610)
C (1.596, 0.462, -3.399)
C (0.580, 1.328, -3.545)
C (-0.029, 1.589, -4.891)
C (-0.912, 0.436, -5.481)
C (-1.028, -0.845, -4.686)
C (0.004, -1.687, -4.584)
C (1.341, -1.375, -5.227)
C (2.211, -0.249, -4.571)
H (0.752, 1.827, -5.632)
H (-0.485, 0.192, -6.466)
H (-0.651, 2.491, -4.825)
H (2.490, 0.471, -5.361)
H (1.983, 0.145, -2.420)
H (0.084, 1.802, -2.700)
H (3.157, -0.709, -4.243)
H (1.941, -2.296, -5.244)
H (-0.046, -2.629, -4.041)
H (1.181, -1.082, -6.278)
H (-1.918, 0.837, -5.658)
H (-1.983, -1.019, -4.207)
P (1.806, 1.859, 0.659)
C (1.412, 2.668, 2.253)
H (2.314, 3.271, 2.456)
H (1.251, 1.881, 3.005)
H (0.503, 3.287, 2.133)
C (3.518, 1.224, 0.859)
H (4.051, 2.090, 1.286)
H (3.913, 0.929, -0.130)
H (3.498, 0.369, 1.559)
C (1.987, 3.340, -0.434)
H (2.445, 3.031, -1.391)
H (2.641, 3.996, 0.171)
H (0.987, 3.793, -0.590)
P (1.035, -2.481, -0.202)
C (-0.233, -3.722, -0.688)
H (0.383, -4.548, -1.078)
H (-0.952, -3.340, -1.431)
H (-0.741, -4.013, 0.253)
C (2.688, -2.664, -0.997)
H (2.577, -2.766, -2.088)
H (3.092, -3.558, -0.494)
H (3.305, -1.785, -0.737)
C (1.422, -3.205, 1.447)
H (1.626, -4.251, 1.139)
H (0.530, -3.106, 2.096)
H (2.307, -2.685, 1.860)
C (-1.468, 0.800, 5.926)
Si (0.067, -0.053, 5.183)
C (1.572, 0.881, 5.804)
C (0.046, -1.834, 5.764)
C (0.353, -0.223, 3.349)
C (0.550, -0.241, 2.096)
H (-1.426, 0.747, 7.030)
H (-2.413, 0.321, 5.626)
H (-1.550, 1.867, 5.670)
H (1.606, 0.830, 6.905)
H (2.461, 0.386, 5.374)
H (1.549, 1.936, 5.479)
H (-0.867, -2.336, 5.394)
H (0.940, -2.318, 5.330)
H (0.084, -1.860, 6.867)

Record-wise energy values, in Ha: -10149.4529; -52843.3358; -2032.5971; -3168.5707; -2323.1535